The molecule CHFIPS, computed with ωB97M-V/def2-TZVPD.

Structure (XYZ):
```
6
CHFIPS (ωB97M-V/def2-TZVPD)
F -0.7363 2.2748 -0.1625
P -0.3151 0.7005 -0.8218
I 2.0931 0.7355 -1.0308
C -0.3753 -0.8591 0.4128
S 0.7207 -1.9493 0.7801
H -1.3870 -0.9025 0.8223
```

## Properties
Multiplicity: 1
Molecular weight in g/mol: 222.0
Charge: 0
Gap between HOMO and LUMO in eV: 7.5
Energy relative to the best compared isomer or geometry (same formula, charge and spin) in kcal/mol: 17.8


A cluster of 3 separate species, C29H52NO9S2 in total, computed with ωB97M-V/def2-TZVPD.

Structure (XYZ):
```
93
C29H52NO9S2 (ωB97M-V/def2-TZVPD)
C 2.0612 3.9505 -1.0067
C 0.9223 4.2307 -1.2198
C -0.3574 4.8308 -1.2024
C -0.6476 5.8830 -2.0633
N -1.8607 6.4484 -2.0574
C -2.1281 7.5369 -3.0254
C -2.8279 6.0548 -1.2079
C -2.6007 5.0195 -0.3315
O -3.5898 4.6257 0.5102
C -1.3605 4.3915 -0.3518
C -1.1314 3.2618 0.6166
O -0.8121 3.5291 1.7407
O -1.2409 2.0197 0.1787
C -2.1251 1.7522 -0.9436
C -2.3616 0.2416 -1.1078
C -1.8109 -0.6217 0.0231
C -2.7536 -0.7264 1.2117
C -3.8130 -1.8193 1.0842
C -3.3103 -3.2002 0.6117
C -1.9694 -3.6760 1.2015
C -1.0171 -4.2410 0.1253
C 0.4782 -4.0073 0.4103
C 1.0870 -2.8307 -0.3739
C 2.5660 -3.0580 -0.7136
C 3.4395 -2.9966 0.5458
C 3.8071 -1.5439 0.8963
C 4.9053 -1.5093 1.9820
H 3.0875 3.7053 -0.8977
H 0.1123 6.2259 -2.7425
H -3.0694 8.0140 -2.7982
H -2.2245 7.0828 -4.0067
H -1.2939 8.2233 -3.0526
H -3.7769 6.5616 -1.2426
H -3.2240 4.5813 1.4084
H -1.6597 2.1318 -1.8499
H -3.0695 2.2570 -0.7720
H -1.8758 -0.0681 -2.0277
H -3.4279 0.0980 -1.2428
H -1.5804 -1.5912 -0.3982
H -0.8619 -0.2406 0.3820
H -3.2751 0.2145 1.3870
H -2.1824 -0.9032 2.1205
H -4.5451 -1.4837 0.3457
H -4.3798 -1.9316 2.0035
H -4.0705 -3.9284 0.8837
H -3.2885 -3.1954 -0.4732
H -1.4723 -2.9177 1.7999
H -2.1621 -4.5114 1.8676
H -1.1957 -5.3063 0.0357
H -1.2345 -3.8194 -0.8528
H 0.6853 -3.8970 1.4703
H 1.0119 -4.8918 0.0619
H 0.5140 -2.6475 -1.2803
H 1.0297 -1.9378 0.2515
H 2.6239 -4.0213 -1.2162
H 2.8878 -2.2750 -1.3939
H 4.3480 -3.5781 0.4133
H 2.9079 -3.3787 1.4109
H 4.1149 -1.0279 -0.0082
H 2.9231 -1.0667 1.3081
H 4.9130 -2.4665 2.4905
H 4.7032 -0.7340 2.7128
H 5.8854 -1.3436 1.5472
O 3.7229 6.4904 0.3951
S 3.3906 7.6673 1.1419
O 3.5843 8.9602 0.5689
O 4.0951 7.5977 2.5544
C 5.5213 7.3463 2.5946
C 6.3300 8.5929 2.3011
C 1.7320 7.5394 1.7243
H 5.7712 6.5350 1.9103
H 5.7208 6.9952 3.6044
H 6.2109 8.9086 1.2652
H 7.3873 8.4002 2.4801
H 6.0077 9.4178 2.9358
H 1.6037 6.5762 2.2121
H 1.0794 7.6184 0.8569
H 1.5403 8.3561 2.4150
O -2.6643 -7.5215 -0.2566
S -1.6943 -8.4926 -0.6667
O -0.6258 -8.1189 -1.5396
O -2.4524 -9.7478 -1.2742
C -3.4303 -9.5099 -2.3087
C -2.7887 -9.2936 -3.6645
C -1.0303 -9.2964 0.7500
H -4.0670 -8.6698 -2.0281
H -4.0540 -10.4012 -2.3250
H -2.2314 -8.3579 -3.6938
H -3.5554 -9.2603 -4.4386
H -2.0907 -10.0991 -3.8913
H -1.8501 -9.6328 1.3783
H -0.4204 -8.5670 1.2785
H -0.4190 -10.1330 0.4227
```

## Properties
Multiplicity: 1
Molecular weight in g/mol: 622.9
Charge: +1
Gap between HOMO and LUMO in eV: 7.4


A cluster of 2 separate species, C4H3BrF4 in total, computed with ωB97M-V/def2-TZVPD.

Structure (XYZ):
```
12
C4H3BrF4 (ωB97M-V/def2-TZVPD)
C 1.6252 -0.9034 0.1527
C 1.1193 0.2638 -0.4588
C 0.1624 1.1048 0.1732
C -1.7232 -0.2700 -0.0390
F -0.2069 2.2254 -0.4246
F 0.0301 1.1953 1.4425
F -2.3874 0.4429 0.9130
F -2.1726 -0.0883 -1.3092
Br -1.2216 -2.0295 0.3119
H 2.2686 -1.6210 -0.3592
H 1.3219 -0.9975 1.0982
H 1.1841 0.6776 -1.5009
```

## Properties
Multiplicity: 1
Molecular weight in g/mol: 207.0
Charge: 0
Gap between HOMO and LUMO (spin up / spin down) in eV: 8.0 / 8.0
Energy relative to the best compared isomer or geometry (same formula, charge and spin) in kcal/mol: 46.9


A structure of composition CH5NOSi, computed with ωB97M-V/def2-TZVPD.

Structure (XYZ):
```
9
CH5NOSi (ωB97M-V/def2-TZVPD)
C -4.8850 0.7485 0.0720
N -5.9283 0.3749 -0.1435
O -2.1065 -0.7009 0.3001
Si -1.0345 -1.7141 -0.0251
H -3.9623 1.0902 0.4183
H 2.5345 2.7485 -0.5777
H 2.0624 2.0931 -0.5238
H 0.2168 -1.5577 -0.6938
H -1.2206 -3.2356 0.2374
```

## Properties
Multiplicity: 1
Molecular weight in g/mol: 75.1
Charge: 0
Gap between HOMO and LUMO in eV: 10.4
Energy relative to the best compared isomer or geometry (same formula, charge and spin) in kcal/mol: 42.5


A cluster of 3 separate species, C20H49BN4O8S in total, computed with ωB97M-V/def2-TZVPD.

Structure (XYZ):
```
83
C20H49BN4O8S (ωB97M-V/def2-TZVPD)
C 1.0005 3.2381 1.0590
C 0.7582 1.8306 0.5156
C -0.3258 1.0567 1.2820
C 0.1731 0.5763 2.6672
N 0.1976 -0.8628 2.8113
C 1.4066 -1.6201 2.5030
O 1.2656 -2.8228 3.2591
C 1.5494 -4.0639 2.6571
B 1.3634 -1.8704 0.8993
N 0.1415 -2.3423 0.3079
O 2.4514 -1.5876 0.0900
C 2.7356 -0.9237 2.9191
C 3.9279 -1.8894 2.8211
C 5.2586 -1.2941 3.2945
C 5.5331 -1.4678 4.7829
O 5.5346 -2.8794 5.0915
C 4.5383 -3.3521 5.8923
C 4.5322 -2.8359 7.3033
O 3.7715 -4.1951 5.4846
N 2.7571 -0.2440 4.2139
N 3.1201 1.1438 4.2204
S 1.8159 -0.7231 5.5335
H 1.3846 3.2015 2.0830
H 1.7444 3.7690 0.4614
H 0.0729 3.8171 1.0811
H 1.7012 1.2707 0.5841
H 0.5212 1.8890 -0.5505
H -1.1834 1.7223 1.4018
H -0.5917 0.1856 0.6820
H -0.5134 0.9668 3.4245
H 1.1247 1.0679 2.8785
H -0.2357 -1.2188 3.6459
H 1.5977 -4.7986 3.4631
H 2.5243 -4.0860 2.1581
H 0.7655 -4.3914 1.9649
H -0.5196 -2.6431 1.0167
H 0.2774 -3.1219 -0.3279
H 2.5744 -2.2314 -0.6130
H 2.9092 -0.1434 2.1628
H 3.7097 -2.7671 3.4300
H 4.0436 -2.2282 1.7925
H 6.0637 -1.8324 2.7821
H 5.3759 -0.2443 3.0093
H 4.7795 -0.9658 5.3888
H 6.5301 -1.0926 5.0245
H 3.7594 -3.3698 7.8513
H 4.3078 -1.7699 7.3123
H 5.5050 -3.0202 7.7577
H 3.7298 1.3014 3.4252
H 3.7064 1.2902 5.0426
H 1.1839 0.4476 5.7488
C -1.4512 -0.2946 -6.2390
O -0.6035 0.8146 -5.9966
C -1.2081 1.8284 -5.2154
C -0.8297 1.7424 -3.7526
O -1.2971 0.5522 -3.1436
C -0.3138 -0.4628 -3.0465
H -0.8224 -1.1211 -6.5663
H -1.9924 -0.5946 -5.3393
H -2.1727 -0.0649 -7.0305
H -2.2984 1.7935 -5.3204
H -0.8641 2.7908 -5.6068
H -1.2967 2.5793 -3.2237
H 0.2554 1.8339 -3.6364
H 0.3665 -0.2587 -2.2119
H 0.2650 -0.5571 -3.9684
H -0.8267 -1.4034 -2.8524
C -8.4610 2.7759 -4.8303
O -7.3293 3.1294 -4.0567
C -6.5610 2.0190 -3.6283
C -5.3586 1.7703 -4.5120
O -5.7209 1.4142 -5.8361
C -5.6721 2.4944 -6.7497
H -8.7939 3.6720 -5.3516
H -8.2241 2.0047 -5.5663
H -9.2738 2.4207 -4.1874
H -7.1807 1.1178 -3.5772
H -6.2057 2.2395 -2.6175
H -4.7889 0.9327 -4.0983
H -4.7055 2.6497 -4.5196
H -4.6384 2.7033 -7.0479
H -6.1129 3.4006 -6.3288
H -6.2384 2.2028 -7.6328
```

## Properties
Multiplicity: 1
Molecular weight in g/mol: 516.5
Charge: 0
Gap between HOMO and LUMO in eV: 7.6


A cluster of 2 separate species, C4H5Cl in total, computed with ωB97M-V/def2-TZVPD.

Structure (XYZ):
```
10
C4H5Cl (ωB97M-V/def2-TZVPD)
C -0.0178 1.7730 -1.0886
C 0.2020 0.7724 -0.4517
C 0.6313 -0.5253 0.0311
C 0.8385 -0.6711 1.3462
H -0.0119 2.7032 -1.5972
H 0.9525 -1.1830 -0.7017
H 1.3318 -1.3653 1.8899
H 0.4251 0.2942 1.9723
Cl -2.2119 -1.3292 -1.1418
H -2.1395 -0.4689 -0.2585
```

## Properties
Multiplicity: 1
Molecular weight in g/mol: 88.5
Charge: 0
Gap between HOMO and LUMO in eV: 10.3
Energy relative to the best compared isomer or geometry (same formula, charge and spin) in kcal/mol: 43.8